14
Properties=species:S:1:pos:R:3:forces:R:3:nbo_charge:R:1 method="wB97M-V/def2-TZVPD" relative_energy_ev=6.839 e_homo_ev=-7.86 lumo_energy_ev=0.7 multiplicity=1 mol_weight_g_mol=84.12
C 1.1411 0.2890 -0.3634 0.053 -0.042 -0.081 -0.056
C 0.2352 1.0341 0.5228 -0.073 0.179 -0.085 0.026
C -1.1486 0.4099 0.3475 0.004 0.073 -0.053 -0.433
C -0.7366 -1.0168 -0.0713 0.063 -0.161 0.249 -0.464
C 0.6463 -1.0440 0.1191 -0.132 -0.172 -0.333 0.007
O 1.0325 0.2220 1.3858 0.023 0.027 0.371 -0.485
H 0.3074 0.1503 -1.7899 -0.075 -0.027 -0.002 -0.108
H 2.1577 0.5896 -0.5882 -0.181 -0.046 0.002 0.245
H 0.3508 2.1032 0.6935 -0.024 -0.155 -0.031 0.211
H -1.6998 0.4098 1.2946 0.081 0.002 -0.133 0.224
H -1.7362 0.9523 -0.4030 0.081 -0.068 0.098 0.214
H -1.3730 -1.8625 0.1675 0.115 0.123 -0.003 0.228
H -0.3298 -0.4975 -1.5134 0.164 0.132 -0.006 0.156
H 1.2908 -1.9101 0.2209 -0.101 0.134 0.008 0.233

---

47
Properties=species:S:1:pos:R:3:forces:R:3:nbo_charge:R:1 method="wB97M-V/def2-TZVPD" relative_energy_ev=0.000 e_homo_ev=-4.67 lumo_energy_ev=3.1 multiplicity=1 mol_weight_g_mol=258.19 charge=-1
C 4.3790 0.8189 0.4302 -0.670 0.240 0.112 -0.608
C 2.8072 0.7728 0.3747 1.005 0.113 -0.224 -0.398
C 2.2549 1.7857 -0.6934 0.256 -1.083 -0.043 -0.408
C 1.2849 1.1051 -1.7262 0.064 0.963 0.096 -0.386
C -0.1640 1.7352 -1.7363 -0.021 -1.456 -0.876 -0.407
C -1.2601 0.6763 -1.3257 0.262 0.525 -0.027 -0.651
B -2.4534 1.2632 -0.3781 0.396 -0.548 0.838 0.351
C -1.9362 1.7471 1.1220 -0.083 -0.348 -0.219 -0.660
C -1.7873 0.5100 2.0885 0.616 1.462 0.140 -0.409
C -0.3516 -0.1020 2.0193 -0.367 -0.082 0.706 -0.390
C -0.2922 -1.6485 2.1253 0.393 0.157 -0.749 -0.431
C -1.1545 -2.4120 1.0737 -0.696 -0.139 0.810 -0.088
O -0.5296 -3.6074 0.5854 0.287 0.699 0.135 -0.541
C 0.4898 -3.3041 -0.3388 0.358 -0.764 -1.424 -0.065
C -0.0520 -2.8525 -1.7397 0.760 0.482 0.675 -0.658
O -3.1584 2.3953 -1.1158 -0.295 0.458 -0.382 -0.560
N -4.4915 2.4045 -0.8889 0.219 0.049 -0.104 0.369
O -5.1001 1.8000 -1.7103 -0.217 0.099 -0.068 -0.352
H 4.6960 1.8652 0.2643 0.097 -0.465 0.324 0.195
H 4.8279 0.2109 -0.3738 -0.203 0.205 0.281 0.196
H 4.7453 0.4508 1.4062 0.003 0.200 -0.478 0.199
H 2.4112 0.9784 1.3852 0.065 -0.109 -0.507 0.206
H 2.5535 -0.2704 0.1025 -0.243 0.551 0.219 0.193
H 1.7691 2.6371 -0.1871 0.151 -0.336 -0.265 0.209
H 3.1411 2.1675 -1.2403 -0.501 0.025 0.267 0.185
H 1.2497 0.0174 -1.5261 -0.160 0.529 0.003 0.187
H 1.7472 1.1937 -2.7322 -0.281 0.016 0.439 0.187
H -0.3806 1.9954 -2.7922 0.046 0.303 0.616 0.195
H -0.2152 2.6527 -1.1268 0.078 -0.384 -0.181 0.196
H -1.7087 0.2188 -2.2367 0.341 0.234 0.397 0.200
H -0.7302 -0.1394 -0.7952 -0.383 0.364 -0.119 0.172
H -3.2859 0.3982 -0.1771 -0.177 -0.334 -0.081 -0.113
H -0.9677 2.2854 0.9947 -0.277 -0.255 0.449 0.172
H -2.6416 2.4831 1.5655 0.259 -0.388 -0.254 0.198
H -1.9169 0.9099 3.1185 -0.106 -0.547 -0.342 0.179
H -2.6023 -0.2054 1.8937 0.400 0.110 -0.034 0.200
H 0.1798 0.3021 1.1394 -0.319 -0.540 0.174 0.205
H 0.2063 0.2916 2.8975 -0.131 -0.128 -0.488 0.188
H -0.5862 -1.9824 3.1379 0.097 0.203 -0.407 0.193
H 0.7637 -1.9619 1.9827 -0.476 0.090 0.168 0.197
H -2.0629 -2.7647 1.5993 0.332 0.112 -0.420 0.183
H -1.5108 -1.7934 0.2319 0.361 -0.002 0.336 0.199
H 1.2414 -2.5801 0.0313 -0.443 -0.101 0.060 0.159
H 1.0424 -4.2493 -0.5141 -0.280 0.333 0.337 0.169
H -0.1101 -1.7496 -1.7797 -0.425 -0.627 -0.083 0.229
H 0.6902 -3.1264 -2.5152 -0.478 -0.110 0.295 0.199
H -1.0302 -3.3230 -1.9199 0.388 0.224 -0.099 0.217

---

60
Properties=species:S:1:pos:R:3:forces:R:3:nbo_charge:R:1 method="wB97M-V/def2-TZVPD" e_homo_ev=-1.02 lumo_energy_ev=4.1 multiplicity=1 mol_weight_g_mol=799.89 charge=-2
Zn -2.6489 -0.4152 1.8800 -0.208 -0.202 0.007 1.461
S -0.8993 -4.0259 3.8286 -0.401 0.569 -0.275 -0.313
C -1.7294 -2.7194 3.1131 0.919 -0.353 1.257 -0.512
S -1.7230 -1.1179 3.8400 0.244 -0.350 0.353 -0.450
S -2.5506 -2.8349 1.6463 -0.519 -0.032 -0.922 -0.354
Cl -5.4728 0.2170 2.0711 -0.028 -0.577 0.554 -0.058
C -5.2593 1.4389 0.8714 1.437 0.253 -0.436 -0.169
C -6.3742 2.0058 0.3372 -0.627 -0.207 0.005 -0.225
C -6.2980 2.9738 -0.6624 0.514 0.028 0.932 -0.383
C -5.0074 3.4315 -0.9751 -2.095 -0.966 -0.082 -0.245
C -3.9134 2.8349 -0.4854 2.171 -0.785 0.095 -0.075
Cl -2.3746 3.3349 -1.3434 -0.454 -0.229 0.693 -0.150
C -3.8367 1.7022 0.4497 -1.594 0.741 0.127 0.154
N -2.7835 1.1159 0.8640 0.523 0.085 -0.585 -1.181
H -7.3414 1.6631 0.7223 0.250 0.134 -0.244 0.195
H -7.2074 3.3767 -1.0424 -0.314 0.512 -0.414 0.187
H -4.9057 4.1400 -1.7297 0.294 1.287 -1.131 0.201
F 2.6340 5.1422 2.9844 0.060 -0.400 -0.213 -0.343
C 3.1256 4.3461 1.9828 0.008 0.760 1.004 0.974
F 3.3652 5.1635 0.9701 0.769 0.807 -0.508 -0.324
F 4.2963 3.8639 2.4580 0.511 0.379 -0.015 -0.338
C 2.2714 3.2424 1.5829 -0.132 -0.199 0.274 -0.188
C 1.9445 3.1152 0.2354 0.046 0.513 0.799 -0.203
C 1.2863 1.9891 -0.1278 -0.902 -1.836 -0.883 -0.132
C 0.9866 0.9761 0.8243 -0.410 0.497 -0.288 -0.326
C 1.2566 1.1573 2.1695 1.851 2.980 -0.954 -0.186
C 1.9794 2.3247 2.5673 -0.579 -1.455 -0.030 -0.169
P 0.1031 -0.6162 0.5967 0.854 -0.540 -1.080 0.876
C -0.0176 -0.6970 -1.2648 -0.452 -0.222 0.592 -0.325
C 0.7681 -1.4985 -2.1107 -0.776 0.872 0.095 -0.162
C 0.5000 -1.4496 -3.4860 2.127 -1.443 2.080 -0.197
C -0.5173 -0.6981 -3.9574 0.932 1.234 -1.914 -0.203
C -1.2532 0.1179 -3.1659 -2.272 1.693 1.943 -0.172
C -1.0745 0.0751 -1.7705 0.392 -0.411 -1.011 -0.214
C -0.5777 -0.5346 -5.4350 1.484 -0.340 -0.110 0.987
F 0.0651 0.5494 -6.0056 -0.438 -0.576 0.812 -0.347
F 0.0821 -1.6151 -6.0208 -1.417 0.832 -0.281 -0.355
F -1.8405 -0.4232 -5.7830 -0.714 -0.430 -1.293 -0.310
C 1.5697 -1.7880 0.8048 -1.273 -0.397 -0.082 -0.209
C 1.2381 -3.1349 1.0574 -0.791 -0.573 0.540 -0.223
C 2.2164 -4.1313 1.2290 0.611 2.202 -0.134 -0.175
C 3.5619 -3.7457 1.1364 0.116 2.389 -0.897 -0.167
C 3.9375 -2.3572 0.8793 -2.471 -1.838 -0.034 -0.196
C 2.8947 -1.4168 0.6850 1.923 -1.346 0.733 -0.242
C 4.6518 -4.7375 1.2177 -0.549 -1.571 0.783 0.971
F 4.9338 -5.3548 0.0121 0.347 0.975 0.906 -0.342
F 5.7565 -4.2261 1.7832 0.483 -0.037 -0.858 -0.325
F 4.3170 -5.7814 2.0370 -0.037 0.155 -0.285 -0.343
H 2.2070 3.9214 -0.4425 -0.161 -0.357 -0.059 0.227
H 0.9972 1.8485 -1.1833 0.112 -0.043 0.664 0.221
H 1.0007 0.4055 2.8264 -0.558 -1.397 1.648 0.233
H 2.3885 2.4853 3.5910 -0.678 -0.242 -0.845 0.224
H 1.5575 -2.0924 -1.6596 -0.016 0.005 -0.423 0.214
H 1.1935 -1.9675 -4.1333 -0.302 -0.117 -0.158 0.220
H -2.0449 0.8332 -3.5354 0.996 -1.057 0.150 0.239
H -1.7404 0.6071 -1.0887 0.193 0.159 -0.026 0.303
H 0.1647 -3.4602 1.2333 1.328 0.693 -0.342 0.276
H 1.9246 -5.0911 1.5738 -0.125 -0.805 -0.056 0.236
H 4.9652 -2.0497 0.8012 0.197 -0.088 0.048 0.215
H 3.2511 -0.4182 0.5457 -0.399 0.670 -0.226 0.219

---

20
Properties=species:S:1:pos:R:3:forces:R:3:nbo_charge:R:1 method="wB97M-V/def2-TZVPD" relative_energy_ev=4.174 e_homo_ev="-8.45 / -8.45" lumo_energy_ev="-0.4 / -0.4" multiplicity=1 mol_weight_g_mol=158.23
C 1.1564 -1.3044 -0.3489 -0.072 -0.136 -0.066 0.404
C -2.2492 1.0222 -1.0927 0.176 -0.466 0.596 -0.094
C 1.6987 -0.1982 0.0683 0.217 0.557 0.037 -0.221
C 3.1201 0.1454 -0.2881 -0.056 -0.194 -0.077 -0.599
C 0.9369 0.8145 0.8781 -0.128 -0.191 -0.048 -0.615
N -2.6969 -0.7254 0.4441 2.322 -2.936 2.397 0.021
N 0.7407 -2.4280 -0.5713 -0.149 -0.699 0.163 -0.642
N -2.0761 -0.5125 1.5086 -0.928 1.273 -1.495 -0.346
N -3.0381 0.3353 -0.3364 -0.108 1.717 -0.849 -0.266
S -4.6868 0.3281 -0.1840 -1.371 0.679 -0.261 -0.089
H -1.1871 0.8706 -1.0283 0.205 -0.174 0.119 0.206
H -2.6648 1.7278 -1.7882 -0.289 0.022 0.031 0.222
H 3.1776 1.1857 -0.6069 0.086 0.038 -0.102 0.210
H 3.4907 -0.4993 -1.0812 0.117 0.058 -0.059 0.219
H 3.7706 0.0225 0.5791 0.032 0.054 0.061 0.213
H 0.0616 0.3715 1.3489 0.036 0.180 0.018 0.234
H 0.6094 1.6422 0.2431 0.014 0.106 0.086 0.200
H 1.5819 1.2296 1.6505 0.032 0.022 0.090 0.217
H 0.2330 -2.6395 -1.4247 0.013 0.331 -0.084 0.373
H -1.9786 -1.3881 2.0301 -0.149 -0.244 -0.558 0.352

---

8
Properties=species:S:1:pos:R:3:forces:R:3:nbo_charge:R:1 method="wB97M-V/def2-TZVPD" relative_energy_ev=0.058 e_homo_ev=-2.39 lumo_energy_ev=4.3 multiplicity=1 mol_weight_g_mol=65.12 charge=-1
C -0.4572 0.2019 -1.1978 0.597 1.030 0.580 -0.725
S 0.3207 1.5927 -0.2265 -0.132 -0.366 -0.184 -0.743
H -1.0972 -0.3511 -0.5283 -0.301 -0.354 -0.027 0.186
H -1.0103 0.6231 -2.0209 -0.441 0.056 -0.304 0.175
H 0.3071 -0.4380 -1.6113 0.244 -0.376 -0.051 0.175
H 0.6199 -0.0713 1.2098 0.025 0.231 -0.119 0.498
H 0.6427 -0.6439 2.6492 -0.021 0.110 -0.181 0.445
O 0.6744 -0.9133 1.7257 0.029 -0.330 0.285 -1.011

---

8
Properties=species:S:1:pos:R:3:forces:R:3:nbo_charge:R:1 method="wB97M-V/def2-TZVPD" relative_energy_ev=2.770 e_homo_ev=-10.06 lumo_energy_ev=-0.3 multiplicity=1 mol_weight_g_mol=102.12
C 0.2855 -0.3573 -0.3189 0.716 -0.906 0.172 0.014
C -1.0387 1.1881 2.3344 -0.205 -0.146 0.049 0.276
N -0.3365 0.5768 -0.5658 -0.083 0.139 -0.291 -0.316
N -1.8069 1.5561 1.5395 -0.376 1.225 -0.303 -0.730
O 1.5896 -2.0691 -1.6869 1.861 1.921 -0.894 -0.825
S 1.3141 -1.7363 -0.0849 -0.492 0.853 -0.693 0.626
H -2.2499 2.1976 0.8733 0.422 -0.982 0.628 0.457
H 2.2427 -1.3559 -2.0906 -1.844 -2.105 1.332 0.498

---

Calculated E_tot in order - -270.3066 -817.9904 -6265.3243 -813.5383 -514.5547 -660.2459 Ha